# C18H22N2O3

One molecule with the formula C18H22N2O3 (ωB97M-V/def2-TZVPD, the Open Molecules 2025 dataset).

The HOMO energy comes out at -8.295 eV. The energy above the lowest of the compared OMol25 structures with the same formula, charge and spin is 89.9 kJ/mol. The value obtained for the lowest unoccupied orbital energy is 0.025 Eh. The value obtained for the total energy is -28146.552 eV. As for the gap between HOMO and LUMO: 8.964 eV. The charge is 0.

```
45
Properties=species:S:1:pos:R:3:forces:R:3
H 3.5182 0.4093 0.3668 0.1 0.0 -0.1
H 1.2088 1.2807 0.5762 0.0 0.1 -0.1
C -2.9722 -0.0312 -1.7166 -0.4 -0.3 -0.1
H 3.4387 1.0255 -1.3096 0.0 -0.1 0.1
C -1.8798 0.0616 2.9288 -0.1 -0.1 0.1
H 1.5337 -0.4240 -1.8147 0.1 0.0 0.1
H 3.6188 -1.9783 1.0447 0.0 0.0 0.0
C -1.0204 1.7284 0.9289 -0.4 -0.4 0.4
C 2.9296 -2.4785 0.3639 -0.2 0.1 0.0
H 0.8123 -2.9698 0.3880 0.0 0.0 0.1
H 0.0138 4.1018 -1.1947 0.1 -0.1 0.1
C -2.1708 0.7706 -0.7947 0.4 0.6 -0.1
H 3.1437 -3.5442 0.3673 0.0 0.0 0.0
C -0.9905 1.0972 3.2141 0.1 0.1 0.0
C 0.2898 3.3987 -0.4055 0.5 0.2 -0.3
C 2.8564 0.6312 -0.4755 -0.2 -0.3 -0.2
H 1.3345 -2.0599 1.8272 0.0 -0.1 -0.1
C -3.3628 -1.4274 -1.2778 0.0 0.0 -0.2
O -3.2696 0.3900 -2.8179 0.1 0.0 0.0
H -1.5946 -2.4071 -2.0289 0.1 0.0 -0.1
C -2.3492 -0.1551 1.6517 0.0 0.0 0.1
C 2.0893 -0.6400 -0.8938 0.4 0.3 -0.3
C -0.5526 1.9453 2.2203 0.1 0.1 0.0
C 3.0066 -1.8581 -1.0304 -0.2 0.1 0.1
C 1.4829 -2.1793 0.7511 0.0 -0.4 0.2
C -1.9174 0.6753 0.6179 0.2 0.3 0.0
H -0.6440 1.2371 4.2271 0.0 0.0 0.1
H 2.6057 -2.5482 -1.7727 0.0 0.0 0.0
H -1.4403 -1.8455 -0.3639 0.1 0.0 0.1
H -2.2071 -0.5830 3.7311 0.0 -0.1 0.1
C -2.1203 -2.2959 -1.0829 -0.1 0.0 0.1
H -3.0404 -0.9618 1.4713 -0.1 -0.1 0.0
C 1.6085 2.7129 -0.8236 -0.3 0.2 0.4
H -2.4044 -3.2851 -0.7292 0.0 -0.1 0.0
H -4.0002 -1.8581 -2.0526 0.0 0.1 0.1
H -1.3628 2.2151 -2.2452 0.0 0.1 -0.2
H 4.0161 -1.5749 -1.3186 0.1 0.0 -0.1
H -3.9378 -1.3683 -0.3533 -0.1 0.0 0.0
N 1.9020 1.6344 -0.0724 0.0 -0.3 0.3
H 0.1303 2.7519 2.4449 0.1 0.1 0.0
O 1.1378 -0.9572 0.1187 0.0 0.2 0.0
H 0.4462 3.9549 0.5220 -0.1 0.0 -0.1
O 2.3012 3.1350 -1.7214 0.1 0.2 -0.4
C -1.4356 1.8474 -1.2395 -0.4 -0.5 -0.1
N -0.7520 2.4268 -0.2264 -0.3 0.1 0.1
```
Forces are in eV/Å.